Entry 1:
The following is a DFT calculation (ωB97M-V with the def2-TZVPD basis set) of 2 unconnected molecules or ions with the total composition C2HBr2FO at a distorted geometry.

Computed properties:
Charge   0
Relative energy (zero: lowest compared OMol25 entry of this formula, charge and spin)   2.7510 eV
Kohn-Sham gap (alpha / beta)   5.8 / 8.7 eV
LUMO level (alpha / beta)   -3.554 / -2.088 eV
F_max   0.0709 hartree/bohr
Molar mass   219.8 g mol⁻¹

The geometry in XYZ format:
```
7
Properties=species:S:1:pos:R:3:forces:R:3
C 0.836 0.329 0.130 2.0 0.7 -2.9
C -0.174 -0.677 0.346 0.2 0.8 -2.3
O 1.375 1.021 0.962 -0.7 -0.3 0.2
F -0.908 -0.625 1.360 -1.2 -0.6 2.1
Br -1.954 1.631 -0.879 0.4 -0.4 0.2
Br -0.354 -2.050 -0.890 -0.1 0.1 0.4
H 1.180 0.371 -1.029 -0.7 -0.2 2.3
```
Positions in Å, forces in eV/Å.

Entry 2:
The following is a DFT calculation (ωB97M-V with the def2-TZVPD basis set) of a single C5H6ClF3 molecule at a distorted geometry.

Computed properties:
Charge   0
Relative energy (zero: lowest compared OMol25 entry of this formula, charge and spin)   0.0000 eV
Kohn-Sham gap   11.4 eV
LUMO level   0.825 eV
SMILES string   C=C[C@](C)(Cl)C(F)(F)F
F_max   0.0923 hartree/bohr
Molar mass   158.6 g mol⁻¹

The geometry in XYZ format:
```
15
Properties=species:S:1:pos:R:3:forces:R:3
C 1.957 1.271 0.239 0.0 -0.3 -0.7
C 0.678 0.994 0.069 -0.4 -2.8 0.3
C -0.036 -0.509 0.072 1.6 2.6 -3.7
C -0.796 -0.806 1.299 -0.4 2.4 -1.6
Cl 1.222 -1.674 -0.376 0.0 -0.6 0.3
C -0.986 -0.390 -1.223 -1.5 -0.4 1.1
F -0.376 -0.254 -2.386 0.3 0.1 0.3
F -1.748 0.712 -1.000 0.0 0.1 -0.3
F -1.940 -1.390 -1.404 1.6 0.6 0.6
H 2.249 2.302 0.109 0.2 0.1 0.2
H 2.737 0.515 0.274 -0.2 0.1 0.4
H -0.005 1.760 -0.178 -0.7 0.7 0.2
H -1.540 -1.480 1.085 -1.8 -1.8 -0.4
H -1.280 0.169 1.447 0.1 -0.4 1.2
H -0.136 -1.220 1.974 1.1 -0.2 2.1
```
Positions in Å, forces in eV/Å.

Entry 3:
The following is a DFT calculation (ωB97M-V with the def2-TZVPD basis set) of a molecular structure, C15H25O5P2Pd.

Computed properties:
Charge   +1
Relative energy (zero: lowest compared OMol25 entry of this formula, charge and spin)   1.2880 eV
Kohn-Sham gap (alpha / beta)   7.2 / 6.0 eV
LUMO level (alpha / beta)   -3.233 / -4.416 eV
Spin multiplicity   3
F_max   0.0153 hartree/bohr
Molar mass   453.7 g mol⁻¹

The geometry in XYZ format:
```
48
Properties=species:S:1:pos:R:3:forces:R:3
Pd 0.178 1.232 0.220 0.7 -0.2 0.2
C -0.891 2.383 3.225 0.0 0.0 0.1
P 0.318 1.299 2.438 -0.1 0.0 0.0
C 0.068 -0.357 3.109 0.0 0.0 0.1
C 1.987 1.838 2.957 0.0 0.0 0.0
C 2.998 1.173 2.021 0.0 0.0 0.0
P 2.420 1.375 0.295 -0.2 0.1 0.0
C 3.093 2.923 -0.346 0.1 0.0 0.0
C 3.114 0.031 -0.680 0.1 0.0 0.0
H -0.779 2.363 4.311 0.0 0.0 0.0
H -1.894 2.039 2.969 0.0 0.0 0.0
H -0.770 3.405 2.868 0.0 0.0 0.0
H 0.185 -0.362 4.194 0.0 0.0 0.0
H 0.765 -1.055 2.648 0.0 0.0 0.0
H -0.935 -0.690 2.841 0.0 0.0 0.0
H 2.171 1.596 4.006 0.0 0.0 0.0
H 2.023 2.926 2.861 0.0 0.0 0.0
H 3.049 0.099 2.216 0.0 0.0 0.0
H 4.007 1.572 2.146 0.0 0.0 0.0
H 4.183 2.895 -0.389 0.0 0.0 0.0
H 2.774 3.753 0.283 0.0 0.0 0.0
H 2.695 3.077 -1.349 0.0 0.0 0.0
H 4.201 0.000 -0.579 0.0 0.0 0.0
H 2.849 0.188 -1.724 0.0 0.0 0.0
H 2.674 -0.910 -0.351 0.0 0.0 0.0
C -3.383 -4.747 -0.082 0.0 0.0 0.0
O -3.478 -4.043 -1.312 -0.1 0.0 0.0
C -2.697 -2.973 -1.499 0.1 0.0 -0.1
C -2.846 -2.350 -2.765 0.0 0.1 0.0
C -2.073 -1.280 -3.065 0.0 0.0 0.0
C -1.131 -0.718 -2.148 0.0 0.0 0.0
C -0.348 0.388 -2.580 0.0 0.0 0.0
C -0.183 0.725 -4.040 0.0 0.0 0.0
O 0.296 1.197 -1.839 -0.1 -0.1 0.0
C -1.007 -1.345 -0.849 0.0 0.1 0.0
O -0.193 -0.952 0.065 -0.1 0.1 0.0
C -1.802 -2.487 -0.576 0.0 0.0 -0.1
H -4.089 -5.568 -0.157 0.0 0.0 0.0
H -3.656 -4.104 0.757 0.0 0.0 0.0
H -2.375 -5.141 0.062 0.0 0.0 0.0
H -3.574 -2.748 -3.456 0.0 0.0 0.0
H -2.213 -0.805 -4.024 0.0 0.0 0.0
H -0.582 -0.009 -4.728 0.0 0.0 0.0
H 0.888 0.821 -4.224 0.0 0.0 0.0
H -0.628 1.701 -4.237 0.0 0.0 0.0
H -1.662 -2.954 0.388 0.0 0.0 0.0
O -1.972 1.700 0.118 -0.3 0.1 -0.1
O -1.776 2.901 0.004 -0.1 -0.1 0.0
```
Positions in Å, forces in eV/Å.

Entry 4:
The following is a DFT calculation (ωB97M-V with the def2-TZVPD basis set) of 8 unconnected molecules or ions with the total composition C51H99FN2O11S2 at a distorted geometry.

Computed properties:
Charge   0
Kohn-Sham gap   7.2 eV
LUMO level   -0.987 eV
SMILES string   CCCCCCCCN(CCCCCCCC)C(=S)SCCCc1cc(ON=O)c2c(c1)C(=O)C(F)=CC2=O.CC(C)O.CC(C)O.CC(C)O.CC(C)O.CC(C)O.CC(C)O.CC(C)O
F_max   0.0550 hartree/bohr
Molar mass   999.5 g mol⁻¹

The geometry in XYZ format:
```
166
Properties=species:S:1:pos:R:3:forces:R:3
C -4.204 7.776 -0.051 0.1 -0.3 -1.1
C -4.108 7.160 -1.529 0.6 -0.2 1.6
C -3.916 5.609 -1.363 -0.4 0.0 -1.6
C -4.108 4.787 -2.709 0.8 -0.3 0.7
C -3.602 3.297 -2.411 -1.0 -0.1 -1.5
C -2.794 2.687 -3.636 0.9 0.8 0.3
C -1.221 2.784 -3.406 -0.8 -0.3 0.2
C -0.735 1.739 -2.288 -0.9 1.9 -1.3
N -0.013 0.655 -3.001 -0.7 -0.7 1.9
C 1.044 0.018 -2.183 1.4 -0.7 -0.7
C 2.233 0.983 -1.784 -0.7 -0.8 1.4
C 2.100 1.239 -0.217 0.2 1.0 -0.9
C 3.151 2.291 0.332 -0.3 -0.6 1.0
C 3.847 1.665 1.618 -0.5 0.4 0.0
C 4.238 2.734 2.731 0.4 -0.8 -0.6
C 5.817 2.934 2.723 -1.7 0.3 -0.5
C 6.215 3.326 1.234 0.2 -0.5 0.8
C -0.954 -0.327 -3.513 0.4 0.1 -0.9
S -0.971 -0.568 -5.154 -0.2 -0.1 1.4
S -2.141 -1.288 -2.543 0.7 0.6 -0.2
C -1.869 -1.063 -0.734 0.0 -0.4 1.2
C -1.347 -2.387 0.006 -0.6 0.4 0.3
C -0.724 -2.058 1.441 -0.4 0.2 0.0
C -1.481 -0.860 2.115 -0.2 1.1 0.6
C -2.764 -1.016 2.793 0.7 1.2 -0.2
C -3.458 0.146 3.370 2.3 0.5 -1.5
O -4.720 0.037 3.995 1.3 0.0 -2.3
N -4.517 -0.798 5.140 0.4 0.9 1.9
O -3.956 -0.164 5.943 -0.3 -1.3 0.1
C -2.805 1.433 3.245 0.4 0.3 -0.4
C -1.500 1.622 2.573 -1.5 -1.8 0.2
C -0.854 0.454 2.020 -1.3 0.2 0.9
C -0.908 3.065 2.465 -0.7 -0.1 -0.3
O 0.264 3.307 2.571 -0.3 -0.2 -0.3
C -1.994 4.176 2.255 -0.9 -0.9 0.5
F -1.774 5.267 1.456 0.3 -1.5 1.1
C -3.171 4.014 2.900 0.2 0.0 -0.4
C -3.461 2.754 3.786 1.0 -0.4 -1.1
O -4.097 2.796 4.802 0.0 0.3 -0.5
H -3.769 8.808 -0.059 -0.5 -0.9 0.3
H -3.599 7.102 0.616 -0.6 0.9 -0.4
H -5.271 7.797 0.279 0.9 0.0 -0.1
H -4.996 7.430 -2.155 0.8 -0.2 0.5
H -3.153 7.583 -1.950 -1.1 -0.5 -0.1
H -4.634 5.154 -0.624 0.7 0.6 -0.4
H -2.860 5.420 -1.033 -1.0 0.2 0.0
H -5.177 4.769 -3.053 0.9 0.1 0.4
H -3.517 5.238 -3.560 -0.4 -0.3 1.0
H -3.007 3.273 -1.463 -0.6 -0.1 -0.7
H -4.547 2.685 -2.331 1.1 0.4 0.5
H -3.057 1.617 -3.852 0.1 1.0 0.1
H -3.016 3.358 -4.514 0.0 -1.0 0.6
H -0.981 3.842 -3.112 -0.1 -0.9 -0.2
H -0.681 2.552 -4.359 -0.4 0.2 0.8
H -1.675 1.412 -1.771 1.0 0.0 -0.2
H -0.103 2.329 -1.583 -0.1 -1.0 -0.5
H 0.689 -0.494 -1.249 0.1 0.4 -0.7
H 1.492 -0.797 -2.824 -0.6 0.7 0.5
H 3.183 0.399 -1.921 -0.7 0.8 -0.1
H 2.276 1.934 -2.367 -0.1 -0.8 0.4
H 2.154 0.241 0.300 0.2 0.9 -0.4
H 1.081 1.659 0.027 0.9 -0.5 -0.4
H 3.880 2.636 -0.444 -0.6 -0.6 0.6
H 2.601 3.212 0.674 0.4 -0.9 -0.4
H 3.108 0.958 2.080 0.6 0.6 -0.4
H 4.719 1.035 1.291 -0.7 0.6 0.4
H 3.851 2.343 3.706 0.5 0.5 -0.6
H 3.686 3.692 2.512 0.7 -0.8 0.3
H 6.250 1.947 3.035 0.0 1.1 -0.2
H 6.041 3.742 3.463 0.2 -0.7 -0.6
H 6.339 2.376 0.655 0.0 0.9 0.3
H 7.170 3.903 1.203 -0.8 -0.5 -0.1
H 5.392 3.905 0.750 0.8 -0.3 0.4
H -2.872 -0.853 -0.264 0.9 0.0 -0.7
H -1.234 -0.180 -0.499 -0.4 -0.8 -0.4
H -2.263 -3.016 0.181 1.0 0.4 -0.4
H -0.627 -2.945 -0.644 -0.5 0.4 0.7
H -0.773 -2.943 2.137 -0.1 0.7 -0.9
H 0.370 -1.830 1.304 -1.1 0.1 0.3
H -3.207 -2.042 2.861 0.3 1.1 0.0
H 0.126 0.540 1.502 -0.9 0.0 0.5
H -3.960 4.789 2.763 0.6 -0.7 0.5
C 2.874 3.846 -5.271 -0.2 -0.1 0.1
C 3.380 4.918 -4.318 0.5 -0.3 -0.5
C 4.128 6.013 -5.063 0.0 0.3 0.1
O 4.245 4.325 -3.350 -0.2 0.0 0.3
H 3.706 3.364 -5.793 0.0 0.1 0.0
H 2.348 3.062 -4.721 0.0 0.1 0.0
H 2.194 4.267 -6.014 0.0 0.0 0.0
H 2.538 5.353 -3.774 0.1 -0.1 0.2
H 5.003 5.605 -5.578 -0.1 -0.1 -0.1
H 4.494 6.770 -4.365 -0.1 0.0 0.0
H 3.485 6.500 -5.800 0.1 0.0 0.0
H 4.994 3.937 -3.819 -0.1 0.0 0.0
C -3.632 -6.195 1.599 -0.2 0.2 -0.1
C -2.160 -6.394 1.279 -0.2 -0.3 0.5
C -1.780 -7.866 1.323 0.2 -0.1 -0.1
O -1.372 -5.667 2.215 0.2 0.3 -0.1
H -3.866 -6.555 2.606 0.1 -0.1 0.0
H -3.888 -5.133 1.574 0.0 0.0 -0.1
H -4.265 -6.725 0.884 0.0 0.0 0.0
H -1.939 -5.988 0.288 0.1 0.1 0.1
H -1.951 -8.281 2.321 -0.1 0.1 0.0
H -0.718 -7.995 1.103 -0.1 0.0 -0.1
H -2.359 -8.446 0.601 0.0 0.0 0.0
H -1.560 -6.016 3.096 0.0 -0.1 0.0
C -6.598 -3.011 -2.614 0.1 0.0 -0.3
C -5.638 -3.574 -1.578 -0.5 0.4 0.2
C -6.344 -3.874 -0.271 0.2 -0.2 0.3
O -4.587 -2.638 -1.336 0.3 -0.1 0.0
H -7.038 -2.072 -2.265 -0.1 -0.1 0.1
H -6.070 -2.788 -3.544 0.0 -0.1 0.0
H -7.404 -3.715 -2.829 0.0 0.0 0.0
H -5.176 -4.485 -1.965 0.2 0.2 0.0
H -6.774 -2.967 0.160 -0.1 -0.1 -0.2
H -5.632 -4.266 0.459 0.0 -0.1 -0.1
H -7.144 -4.605 -0.409 0.0 0.0 0.0
H -4.985 -1.828 -0.993 -0.1 -0.1 -0.1
C 11.778 3.074 0.899 0.1 0.3 0.0
C 10.360 2.530 0.812 0.4 -0.5 -0.1
C 10.139 1.397 1.803 -0.2 0.0 0.2
O 10.112 2.059 -0.508 -0.2 0.2 0.0
H 12.508 2.295 0.661 -0.1 -0.1 0.1
H 11.924 3.879 0.175 -0.1 0.0 0.1
H 11.993 3.460 1.898 0.0 0.0 0.0
H 9.646 3.333 1.009 0.0 -0.1 -0.2
H 10.815 0.562 1.595 0.1 0.1 0.0
H 9.121 1.010 1.722 0.0 0.1 0.0
H 10.305 1.732 2.830 0.0 0.0 0.0
H 10.740 1.346 -0.692 0.0 0.0 -0.1
C -11.106 -2.763 -1.085 0.1 -0.1 -0.3
C -10.137 -3.321 -0.055 -0.5 0.5 0.2
C -10.840 -3.627 1.258 0.1 -0.2 0.1
O -9.090 -2.378 0.174 0.2 -0.1 -0.1
H -11.549 -1.826 -0.734 0.0 -0.1 0.1
H -10.586 -2.537 -2.019 0.0 -0.1 0.0
H -11.910 -3.471 -1.296 0.0 0.1 0.0
H -9.671 -4.230 -0.443 0.2 0.1 0.0
H -11.275 -2.720 1.687 -0.1 0.0 -0.1
H -10.131 -4.017 1.991 0.0 0.0 -0.1
H -11.636 -4.362 1.117 0.0 0.0 0.0
H -9.489 -1.569 0.518 0.0 -0.1 0.0
C -2.951 -7.360 7.157 0.0 0.3 0.1
C -3.191 -7.489 5.661 0.2 -0.6 0.4
C -3.840 -8.821 5.318 -0.1 0.0 -0.2
O -1.948 -7.372 4.967 0.0 0.3 -0.3
H -2.275 -8.144 7.512 -0.1 -0.1 -0.1
H -2.475 -6.404 7.387 -0.1 0.0 0.0
H -3.887 -7.428 7.715 0.1 0.0 0.0
H -3.830 -6.671 5.320 0.2 0.0 -0.1
H -3.194 -9.655 5.611 0.0 0.1 0.1
H -3.997 -8.905 4.240 0.0 0.1 0.1
H -4.802 -8.933 5.821 0.0 0.0 0.0
H -1.374 -8.090 5.260 0.0 0.1 0.0
C 12.097 -1.832 -3.371 -0.2 -0.2 0.1
C 11.606 -0.431 -3.043 0.6 -0.1 -0.3
C 12.204 0.600 -3.986 -0.1 0.3 0.0
O 11.957 -0.107 -1.697 -0.3 0.1 0.3
H 13.184 -1.898 -3.267 0.0 0.1 -0.1
H 11.667 -2.561 -2.680 0.0 0.0 -0.1
H 11.826 -2.116 -4.390 0.0 0.0 0.0
H 10.516 -0.399 -3.108 0.0 0.1 0.2
H 13.296 0.617 -3.903 0.0 -0.1 0.0
H 11.852 1.602 -3.732 -0.1 -0.1 0.0
H 11.938 0.389 -5.023 0.0 0.0 0.0
H 12.919 -0.131 -1.625 -0.1 0.0 0.0
```
Positions in Å, forces in eV/Å.

Q: Which of these has the highest charge?
A: C15H25O5P2Pd